C43H40I2N8O2P2SW as an isolated structure. Source: the OMol25 dataset; level of theory: wB97M-V/def2-TZVPD.

Structure (XYZ):
```
99
Properties=species:S:1:pos:R:3:forces:R:3
W -0.82337 -0.74331 -0.12850 1.456 -1.968 0.852
C -2.88612 -1.56898 -3.88820 -0.091 -0.049 0.028
C -2.55158 -1.32511 -2.45650 -0.675 0.314 -0.060
N -1.41567 -1.65510 -1.94158 0.365 -0.116 -0.338
N -0.63511 -2.43302 -2.77638 0.128 0.092 0.300
C 0.28949 -3.06826 -2.12174 0.015 -0.130 -0.473
N 1.01220 -3.99501 -2.78885 0.011 0.003 0.117
S 0.71514 -2.74312 -0.47424 -0.266 0.151 0.134
C -3.49968 -0.79581 -1.48147 0.204 -0.175 -0.521
C -4.81077 -0.47125 -1.78995 -0.278 0.058 -0.045
C -5.67116 -0.08672 -0.78215 -0.089 0.003 -0.177
C -5.20157 -0.05117 0.52205 0.035 0.006 0.122
C -3.88391 -0.37044 0.75506 0.001 -0.141 -0.026
N -3.03632 -0.73748 -0.21979 0.056 0.221 0.296
H -2.05806 -1.23526 -4.51045 0.012 -0.005 -0.017
H -3.78640 -1.03702 -4.18268 0.038 -0.001 -0.002
H -3.02678 -2.63255 -4.08628 0.004 -0.009 0.021
H 0.69279 -4.28247 -3.69965 -0.015 0.014 -0.003
H 1.61677 -4.61847 -2.28391 0.026 0.031 -0.017
H -5.14839 -0.52265 -2.81407 -0.022 0.021 0.055
H -6.69571 0.17874 -1.00917 0.030 -0.011 0.005
H -5.83745 0.23870 1.34763 0.022 -0.013 -0.023
H -3.47719 -0.33754 1.75079 0.020 0.032 0.038
I -2.99850 2.83990 -3.14353 0.080 -0.008 -0.108
C -2.67763 2.86501 -1.10146 -0.284 0.475 0.083
C -3.27277 3.87828 -0.30327 0.082 -0.155 -0.289
C -3.18253 3.86862 1.05889 0.054 -0.078 0.135
I -4.08170 5.39520 2.14460 -0.033 0.065 0.050
C -2.51892 2.79676 1.71673 -0.013 0.007 0.059
C -2.45633 2.58746 3.11300 -0.141 0.245 -0.068
C -1.87645 1.45622 3.60256 0.187 -0.370 0.008
C -1.34184 0.50859 2.71229 -0.020 0.070 0.640
N -1.34590 0.68544 1.41250 -0.366 0.284 -0.198
C -1.92276 1.81460 0.90894 0.023 0.296 -0.201
C -1.95146 1.87187 -0.50649 0.249 -0.168 0.179
O -1.33843 0.88956 -1.15087 -0.428 0.583 -0.448
H -3.82057 4.67181 -0.79525 0.027 -0.039 -0.026
H -2.88477 3.32165 3.78440 0.002 -0.013 -0.038
H -1.81796 1.27030 4.66634 0.005 -0.009 -0.027
H -0.89203 -0.40434 3.07398 -0.030 -0.008 0.039
N 1.70299 1.09480 -0.18047 0.303 0.170 0.250
P 1.38900 0.07354 1.12626 -0.330 0.247 -0.392
C 2.83324 -0.95527 1.43959 0.064 -0.097 0.034
C 2.69031 -2.21972 2.00410 0.016 -0.031 0.089
C 3.81193 -2.99023 2.28554 -0.059 0.072 -0.035
C 5.07519 -2.49842 1.98984 0.026 0.025 -0.014
C 5.22354 -1.23214 1.43379 0.004 -0.038 0.030
C 4.10706 -0.45776 1.16891 0.031 -0.049 -0.004
C 1.40637 1.24527 2.50318 -0.044 -0.157 0.172
C 1.04370 2.57814 2.31404 0.061 0.036 0.042
C 1.03328 3.44951 3.39475 0.020 -0.046 -0.029
C 1.36777 2.99228 4.66355 0.001 -0.011 -0.016
C 1.72591 1.66305 4.85537 -0.021 0.017 -0.028
C 1.74782 0.79067 3.77790 0.030 0.042 0.032
P 1.26342 0.23508 -1.58106 -0.083 0.253 0.214
C 2.92869 -0.30482 -2.13005 -0.116 -0.213 -0.304
C 3.39411 -1.61261 -2.18717 0.167 0.092 0.022
C 4.71052 -1.88081 -2.54890 -0.071 0.036 0.029
C 5.57363 -0.84393 -2.85347 0.032 0.034 -0.012
C 5.11807 0.46913 -2.80454 -0.004 0.012 0.011
C 3.80474 0.73720 -2.45906 0.043 0.041 -0.027
C 0.88437 1.50158 -2.80225 -0.030 -0.075 -0.166
C 0.88605 2.85318 -2.47826 0.014 0.048 0.008
C 0.76183 3.80346 -3.48317 -0.077 -0.010 0.010
C 0.60254 3.40327 -4.80245 -0.027 -0.005 -0.003
C 0.56249 2.05118 -5.12349 0.027 -0.007 0.056
C 0.71461 1.09907 -4.12608 -0.001 0.040 -0.035
H 2.57144 1.62647 -0.18471 -0.030 0.048 -0.039
H 1.70174 -2.60583 2.23636 0.026 0.004 -0.027
H 3.70115 -3.97125 2.72946 -0.008 0.024 -0.007
H 5.95123 -3.09925 2.19801 -0.021 0.009 0.001
H 6.21067 -0.84676 1.21327 -0.023 -0.014 0.005
H 4.24199 0.53113 0.74664 0.001 -0.015 -0.017
H 0.77700 2.93627 1.32739 0.004 -0.001 -0.002
H 0.76990 4.48896 3.24419 -0.002 -0.018 0.003
H 1.36382 3.67582 5.50288 -0.002 -0.006 -0.018
H 2.00526 1.31093 5.83990 -0.007 0.010 -0.013
H 2.05686 -0.23808 3.92622 -0.011 0.023 0.004
H 2.75278 -2.42900 -1.92654 -0.067 -0.118 -0.001
H 5.05863 -2.90544 -2.58692 -0.027 0.021 -0.003
H 6.59657 -1.05304 -3.13912 -0.016 0.015 0.013
H 5.78320 1.28579 -3.05401 -0.015 -0.012 -0.001
H 3.46337 1.76796 -2.46430 0.013 -0.052 -0.013
H 1.00873 3.16661 -1.44802 -0.019 0.008 -0.015
H 0.78474 4.85718 -3.23480 0.002 -0.030 -0.004
H 0.50801 4.14694 -5.58378 0.004 -0.025 0.022
H 0.43985 1.74124 -6.15368 -0.001 0.003 0.035
H 0.73218 0.04500 -4.38587 -0.012 0.000 0.018
C -3.51827 -2.44763 3.41503 0.030 -0.062 0.063
N -2.48157 -3.39596 3.05129 0.080 0.079 -0.074
C -1.52860 -3.18700 2.12445 0.020 -0.296 0.248
N -0.63902 -4.18971 1.95346 -0.002 0.145 -0.121
O -1.44790 -2.09337 1.51756 -0.181 0.318 -0.019
H -4.09934 -2.89204 4.21832 -0.011 0.043 0.015
H -4.18529 -2.25133 2.57939 -0.032 -0.024 -0.027
H -3.09535 -1.50981 3.77723 0.012 -0.010 -0.025
H -2.48226 -4.28613 3.51814 -0.038 -0.002 -0.002
H -0.77911 -5.07662 2.40582 -0.041 -0.011 -0.021
H -0.08619 -4.17048 1.10704 0.016 0.011 0.034
```
Forces are in eV/Å.

Computed properties:
energy above the lowest of the compared OMol25 structures with the same formula, charge and spin: 36.6 kJ/mol
charge: +2
Kohn-Sham gap: 6.5 eV

Charges per atom according to Löwdin partitioning, unit e: atom 1 (W): 1.3292, atom 2 (C): 0.0008, atom 3 (C): -0.2547, atom 4 (N): -0.1495, atom 5 (N): 0.0328, atom 6 (C): -0.7922, atom 7 (N): 0.1060, atom 8 (S): 0.7267, atom 9 (C): -0.2070, atom 10 (C): 0.0126, atom 11 (C): -0.0051, atom 12 (C): -0.0099, atom 13 (C): -0.1090, atom 14 (N): 0.0008, atom 15 (H): 0.0864, atom 16 (H): 0.0735, atom 17 (H): 0.1021, atom 18 (H): 0.1195, atom 19 (H): 0.1014, atom 20 (H): 0.1176, atom 21 (H): 0.1289, atom 22 (H): 0.1254, atom 23 (H): 0.0893, atom 24 (I): 1.0493, atom 25 (C): -0.6200, atom 26 (C): -0.1930, atom 27 (C): -0.6694, atom 28 (I): 0.9972, atom 29 (C): -0.1977, atom 30 (C): -0.0076, atom 31 (C): -0.0148, atom 32 (C): -0.1655, atom 33 (N): -0.0908, atom 34 (C): -0.1705, atom 35 (C): -0.4040, atom 36 (O): -0.3500, atom 37 (H): 0.0878, atom 38 (H): 0.0802, atom 39 (H): 0.1274, atom 40 (H): 0.1149, atom 41 (N): -0.3409, atom 42 (P): 0.9051, atom 43 (C): -0.3862, atom 44 (C): -0.1439, atom 45 (C): -0.0568, atom 46 (C): -0.0497, atom 47 (C): -0.0497, atom 48 (C): -0.0750, atom 49 (C): -0.3476, atom 50 (C): -0.0919, atom 51 (C): -0.0559, atom 52 (C): -0.0517, atom 53 (C): -0.0532, atom 54 (C): -0.0783, atom 55 (P): 0.9491, atom 56 (C): -0.3169, atom 57 (C): -0.0967, atom 58 (C): -0.0573, atom 59 (C): -0.0573, atom 60 (C): -0.0549, atom 61 (C): -0.0932, atom 62 (C): -0.3797, atom 63 (C): -0.1085, atom 64 (C): -0.0795, atom 65 (C): -0.0753, atom 66 (C): -0.0651, atom 67 (C): -0.0844, atom 68 (H): 0.0795, atom 69 (H): 0.0772, atom 70 (H): 0.1132, atom 71 (H): 0.1161, atom 72 (H): 0.1172, atom 73 (H): 0.1077, atom 74 (H): 0.1002, atom 75 (H): 0.1179, atom 76 (H): 0.1168, atom 77 (H): 0.1159, atom 78 (H): 0.1088, atom 79 (H): 0.0234, atom 80 (H): 0.1133, atom 81 (H): 0.1153, atom 82 (H): 0.1152, atom 83 (H): 0.1074, atom 84 (H): 0.0995, atom 85 (H): 0.1153, atom 86 (H): 0.1158, atom 87 (H): 0.1147, atom 88 (H): 0.1109, atom 89 (C): -0.0347, atom 90 (N): 0.0486, atom 91 (C): -0.5447, atom 92 (N): 0.1752, atom 93 (O): -0.1818, atom 94 (H): 0.1028, atom 95 (H): 0.0786, atom 96 (H): 0.0788, atom 97 (H): 0.1474, atom 98 (H): 0.1212, atom 99 (H): 0.0035